{"formula": "H28O14", "method": "ωB97M-V/def2-TZVPD", "lumo_energy_ev": -0.442, "mol_weight_g_mol": 252.21, "orbital_gap_ev": 9.4, "homo_ha": -0.3633, "de_lowest_kcal_mol": 46.9, "elements": ["O", "H", "H", "O", "H", "H", "O", "H", "H", "O", "H", "H", "O", "H", "H", "O", "H", "H", "O", "H", "H", "O", "H", "H", "O", "H", "H", "O", "H", "H", "O", "H", "H", "O", "H", "H", "O", "H", "H", "O", "H", "H"], "coordinates": [[0.482, -1.273, 3.052], [0.331, -0.297, 3.058], [0.811, -1.399, 3.972], [-2.006, -1.956, 1.194], [-1.253, -1.399, 1.100], [-2.791, -1.406, 1.151], [-3.611, 0.241, 0.658], [-3.967, 0.081, 1.556], [-2.973, 0.863, 0.882], [-0.114, 0.169, 0.345], [0.777, 0.375, 0.177], [-0.442, 0.254, -0.533], [0.907, 2.608, -1.200], [0.363, 3.055, -0.513], [1.714, 2.313, -0.725], [-0.203, -2.712, -0.758], [-1.065, -2.399, -0.522], [-0.079, -2.800, -1.732], [4.129, -0.551, 1.428], [4.861, 0.088, 1.349], [3.430, -0.088, 1.011], [0.265, -0.167, -2.551], [0.465, 0.754, -2.633], [-0.656, -0.315, -2.715], [2.613, 1.532, 0.657], [2.484, 2.100, 1.464], [3.496, 1.749, 0.352], [1.917, -2.337, 1.119], [1.246, -2.973, 0.847], [1.415, -1.784, 1.784], [-1.784, 2.253, 0.763], [-0.942, 1.902, 1.103], [-1.774, 1.975, -0.148], [-1.973, 1.746, -1.874], [-1.289, 2.341, -2.163], [-2.781, 2.319, -1.825], [-2.712, -0.940, -1.905], [-2.524, 0.033, -1.934], [-3.103, -0.972, -2.758], [2.462, -0.846, -0.947], [1.657, -0.803, -1.419], [2.217, -1.335, -0.168]], "forces_ev_per_angstrom": [[-0.06, 1.69, 1.73], [-0.05, -1.04, -0.36], [-0.20, -0.32, -0.95], [-0.83, -1.58, 0.37], [0.93, 1.06, 0.04], [0.22, 0.28, -0.47], [-2.63, -1.98, 0.74], [-0.34, -0.02, -0.76], [2.33, 2.28, 0.33], [-1.29, -0.04, 1.62], [2.45, 0.07, -0.04], [-0.78, -0.31, -1.25], [-0.44, 0.56, 0.44], [0.60, -0.43, -0.62], [-0.63, -0.01, -0.16], [1.67, -0.79, -1.28], [-1.19, 0.14, -0.20], [-0.59, 0.28, 1.32], [2.05, -0.07, 0.93], [-0.18, -0.65, 0.18], [-1.32, 0.19, -0.76], [0.69, -0.79, 0.12], [0.09, 0.97, -0.16], [-0.88, -0.12, -0.17], [-0.66, 1.54, 1.29], [0.27, -0.81, -1.04], [0.36, -0.02, -0.19], [-0.57, 0.35, 1.13], [-0.05, 0.03, -0.39], [0.82, -0.90, -0.70], [0.46, 0.81, 1.38], [-0.51, -0.17, -0.20], [0.10, -0.25, -0.72], [-1.68, 0.79, 0.00], [0.81, 0.35, -0.32], [0.78, -0.77, -0.14], [0.95, 1.65, 0.29], [-0.09, -1.01, 0.87], [-0.90, -0.94, -1.39], [1.54, 1.22, -0.49], [-1.28, -0.03, -1.13], [0.01, -1.23, 1.11]]}